This record from the OMol25 dataset describes a molecular structure, C11H14O3S. The level of theory is the ωB97M-V functional and the def2-TZVPD basis.

The geometry in XYZ format:
```
29
Properties=species:S:1:pos:R:3:forces:R:3:nbo_charge:R:1
S 0.23018 0.90944 2.17446 -1.5 -0.1 -1.5 1.212
O -0.64693 2.02152 2.67738 1.3 -0.9 -1.0 -0.899
O -2.30810 1.29119 -0.99337 0.6 -0.9 1.5 -0.526
O 0.04356 -1.74550 1.41634 1.1 -1.6 1.3 -0.533
C 1.73074 1.55471 1.23834 -2.0 3.9 0.0 -0.451
C -0.52206 -1.40019 0.43162 -1.1 -0.3 -0.9 0.556
C 1.20990 2.57076 0.14389 -1.6 -1.4 -0.5 -0.222
C -0.59266 0.05038 0.14015 1.4 1.9 0.3 -0.243
C 0.53440 1.97486 -0.87673 1.0 2.9 -1.3 -0.166
C -1.24449 -2.37190 -0.51420 -1.2 -2.2 3.1 -0.744
C -3.04694 0.05505 0.96474 2.4 2.4 2.0 -0.726
C 1.82725 -0.08885 -0.75036 0.9 1.9 0.2 -0.401
C 0.44740 0.51909 -0.99226 -0.8 -1.7 0.9 -0.289
C 2.47972 0.50733 0.51280 4.0 -0.9 0.6 -0.433
C -1.99434 0.56622 -0.04803 -1.1 0.0 -0.9 0.548
H 3.50104 1.02252 0.17149 -2.1 -1.0 0.8 0.233
H 1.16449 3.67450 0.17013 0.5 -0.8 0.5 0.238
H 1.76064 -1.10410 -0.67034 -0.5 -2.9 0.7 0.210
H -3.92523 0.65469 0.94934 -0.4 1.0 0.0 0.245
H -0.66102 -3.33426 -0.73207 -0.8 1.8 -0.1 0.264
H -3.43095 -0.88888 0.89349 -0.4 -2.9 -1.0 0.231
H 2.53865 -0.03495 -1.60376 -0.7 0.8 0.3 0.225
H 0.10210 0.08337 -1.94606 -0.3 0.8 0.2 0.238
H 0.20099 2.59225 -1.76852 0.1 -0.7 1.4 0.233
H -2.59373 0.03756 2.02712 -0.6 0.4 -1.5 0.237
H 2.23771 2.14609 2.06477 -0.1 -1.0 -1.0 0.254
H -2.19286 -2.76334 0.10781 2.2 0.7 -0.9 0.249
H -1.77293 -1.83854 -1.24802 0.0 0.4 -1.9 0.228
H 2.82544 -0.26956 1.28574 -0.6 0.7 -1.3 0.233
```
Forces are in eV/Å.

## Properties
- Spin multiplicity: 1
- Electronic energy: -28607.7698 eV
- HOMO level: -8.7 eV
- ΔE to the lowest compared entry with this formula, charge and spin: 40.9 kcal/mol
- Gap between HOMO and LUMO: 8.3 eV

This record from the OMol25 dataset describes a gas-phase ion, C11H15BrNO2 (charge +1). The level of theory is the ωB97M-V functional and the def2-TZVPD basis.

The geometry in XYZ format:
```
30
Properties=species:S:1:pos:R:3:forces:R:3:nbo_charge:R:1
Br 2.89720 1.09580 -0.11578 -1.0 -0.4 0.1 0.256
O 0.28750 -2.87392 -0.39160 0.5 -0.3 0.3 -0.568
O 2.24228 -1.93097 0.30290 0.4 -0.1 0.0 -0.507
N -1.32901 0.98631 -0.42147 1.7 -0.7 3.0 -0.402
C -0.77291 1.68283 1.73514 0.5 -1.6 3.7 -0.296
C 3.05720 -3.06784 -0.03203 -0.8 -1.2 -1.4 -0.282
C 1.18495 0.48888 0.21762 -1.3 1.3 -0.2 -0.007
C -1.94699 -1.43510 0.17033 -4.1 1.0 2.8 -0.631
C -1.08507 -0.27299 0.46137 1.5 0.6 2.4 0.140
C -0.12919 3.26924 -0.25174 -1.3 1.2 -0.4 -0.696
C 0.92601 -1.97464 0.08321 0.5 0.7 -0.5 0.787
C 0.40515 -0.57478 0.30449 1.9 0.3 -0.7 -0.353
C -1.01464 0.33944 1.89821 -1.4 1.6 -3.2 -0.108
C -0.58961 2.00488 0.40323 3.0 -1.1 -2.5 0.242
C -0.88245 0.95039 -1.79570 -4.1 -3.7 -1.5 -0.405
H 0.11070 1.12637 -1.89257 2.9 0.3 0.0 0.236
H -0.56526 3.40290 -1.30153 0.3 0.0 1.6 0.241
H 0.96085 3.34077 -0.43321 -0.4 -0.2 0.6 0.267
H -1.00097 -0.29068 2.74486 -0.1 -0.3 0.8 0.252
H -1.64988 -1.84796 -0.69769 0.8 -1.8 -2.8 0.242
H -2.29500 1.15108 -0.22649 -1.3 0.3 -0.7 0.441
H -0.49164 4.10034 0.43043 0.7 -0.6 -1.1 0.264
H -3.00032 -0.97921 -0.03668 1.4 -1.1 0.7 0.213
H 4.14493 -2.88781 0.08021 -0.9 0.6 -0.6 0.225
H -0.35247 2.25848 2.59857 -0.8 -0.1 -1.1 0.272
H -2.01930 -2.25604 1.00456 0.3 1.9 -1.6 0.282
H -1.41901 1.72724 -2.27286 -0.6 0.5 -1.0 0.233
H 2.67620 -3.59669 -0.97690 1.0 1.4 0.8 0.216
H 2.84248 -3.81233 0.67222 -0.3 -1.1 1.4 0.196
H -1.19173 -0.12399 -2.26108 0.8 2.7 1.0 0.250
```
Forces are in eV/Å.

## Properties
- Spin multiplicity: 1
- Total charge: +1
- Electronic energy: -87266.0276 eV
- HOMO level (spin up / spin down): -11.9 / -11.9 eV
- ΔE to the lowest compared entry with this formula, charge and spin: 79.1 kcal/mol
- Gap between HOMO and LUMO (spin up / spin down): 7.6 / 7.6 eV

This record from the OMol25 dataset describes a molecular structure, C11H15CdClLaNO4. The level of theory is the ωB97M-V functional and the def2-TZVPD basis.

The geometry in XYZ format:
```
34
Properties=species:S:1:pos:R:3:forces:R:3:lowdin_charge:R:1
La -0.57020 -0.07166 -1.48939 -0.5 4.6 10.6 1.299
Cd -2.60291 0.18586 -3.66981 -2.0 1.0 -2.6 0.945
Cl -2.47391 -1.34472 -2.02287 -4.8 -6.1 1.7 -0.022
O 4.05614 -0.45789 6.70715 0.0 -1.8 0.4 -0.122
O 4.01548 1.65194 6.34295 0.0 1.9 -0.2 -0.122
O 0.11134 0.57686 0.58157 0.5 0.4 2.6 -0.316
O 0.00828 -1.59402 1.14438 -0.1 1.6 0.4 -0.072
N 3.64689 0.50318 6.02159 -0.7 -0.2 -1.0 -0.461
C -0.73493 0.90196 -3.21676 0.5 5.1 -6.9 -0.607
C 0.71500 -1.59805 -1.74539 5.9 -6.5 -1.7 -0.468
C -2.74976 -0.63364 -5.53902 0.0 -0.9 -2.0 -0.392
C -4.13109 1.49743 -3.21864 -1.3 1.3 0.5 -0.389
C 1.58129 -1.20972 3.45193 0.4 0.3 0.6 -0.042
C 1.55204 1.16675 3.01459 0.4 0.0 0.6 -0.049
C 0.33194 -0.40323 1.42922 0.5 -1.0 -0.8 -0.588
C 2.39963 -1.00348 4.55752 -0.5 -0.6 -0.6 -0.032
C 2.36583 1.37977 4.12575 -0.4 0.4 -0.7 -0.033
C 1.14713 -0.12924 2.66163 -0.5 -0.1 -0.6 -0.173
C 2.80553 0.29576 4.90949 0.6 0.2 0.9 -0.198
H -3.68190 2.48444 -3.03112 -0.5 0.1 0.0 -0.084
H 1.30011 -2.22908 3.19845 -0.1 0.3 -0.1 0.103
H -1.84996 -0.34602 -6.10397 -0.3 -0.3 -0.3 -0.085
H 1.23915 2.02000 2.41564 0.0 -0.3 0.0 0.100
H 2.66503 2.39308 4.37131 0.1 -0.2 0.1 0.090
H 1.55690 -1.33150 -1.09448 0.1 -0.2 0.0 0.012
H -2.83289 -1.72791 -5.48505 0.0 0.2 -0.3 -0.080
H -4.69902 1.16371 -2.33890 -0.1 0.3 -0.2 -0.078
H 0.07001 0.68376 -3.87363 1.2 0.0 -0.5 -0.031
H -3.64797 -0.20067 -6.00491 0.3 -0.3 -0.2 -0.081
H -4.78188 1.53708 -4.10585 0.0 0.2 0.4 -0.081
H -0.90425 1.93387 -2.94698 0.7 0.6 0.1 -0.033
H 0.29747 -2.54742 -1.41231 0.1 -0.1 0.0 0.003
H 1.06879 -1.68681 -2.77007 0.3 -0.3 -0.4 -0.004
H 2.72669 -1.86039 5.13598 0.1 0.3 0.1 0.092
```
Forces are in eV/Å.

## Properties
- Spin multiplicity: 1
- Total charge: -2
- Electronic energy: -39266.9452 eV
- HOMO level (spin up / spin down): -2.1 / 0.1 eV
- ΔE to the lowest compared entry with this formula, charge and spin: 139.8 kcal/mol
- Gap between HOMO and LUMO (spin up / spin down): 6.3 / 3.7 eV

This record from the OMol25 dataset describes 7 unconnected molecules or ions with the total composition C11H15Cl20NO. The level of theory is the ωB97M-V functional and the def2-TZVPD basis.

The geometry in XYZ format:
```
48
Properties=species:S:1:pos:R:3:forces:R:3:nbo_charge:R:1
Cl 7.68764 2.06396 -0.09772 0.9 -0.2 -0.3 0.108
Cl 2.31729 -2.49188 4.57162 0.1 0.1 0.6 0.101
Cl -3.99854 1.08620 0.63652 -0.2 -0.2 -0.2 -0.078
Cl 2.86797 -2.99680 -3.92446 0.3 0.2 -0.1 0.035
Cl 5.24958 0.73028 -0.68370 -0.8 -1.2 -1.2 0.069
Cl 2.39367 -0.28124 2.74588 0.3 -0.4 -0.2 0.010
Cl -4.19864 -2.51193 0.82142 -0.1 -0.1 -0.9 -0.058
Cl -3.90571 4.25711 2.47349 0.5 0.3 -0.8 0.054
Cl 5.10330 -1.24549 -3.43841 1.0 -0.1 0.4 0.104
Cl -1.64028 6.00774 2.61355 0.1 -0.2 -0.3 0.060
Cl 2.69297 -0.15232 -4.41505 0.3 -0.5 -0.7 -0.009
Cl -4.46225 2.64178 -2.13330 0.3 1.2 -0.8 -0.032
Cl 4.39678 -1.97132 -6.16445 -0.4 0.6 0.9 0.100
Cl 2.59467 -3.08594 1.86833 0.3 0.2 -0.5 0.042
Cl 5.24519 3.47129 0.21495 0.0 -0.8 0.1 0.007
Cl -1.16980 -3.76107 3.62925 0.1 0.1 0.1 -0.045
Cl -3.35837 6.20496 0.31810 -0.2 -0.2 0.1 0.086
Cl 5.93539 1.24982 2.01081 -0.1 0.2 0.0 0.064
Cl 4.83758 -1.81712 3.28308 -0.7 -0.1 -0.2 0.079
Cl -1.65280 3.91462 0.58669 0.0 -0.1 0.1 0.011
O -1.45737 -0.56614 -0.24437 1.8 0.8 -0.8 -0.341
N 0.62195 0.08401 -0.95435 2.7 -1.6 0.1 -0.047
C 3.81924 -1.59087 -4.51094 -1.2 -0.3 -0.6 -0.210
C 1.67036 1.11660 -1.00119 -0.5 0.1 0.1 -0.487
C 6.04129 1.82175 0.33865 0.0 2.0 1.4 -0.243
C -2.64676 5.08485 1.47092 -0.4 0.3 0.9 -0.207
C -0.68517 0.33103 -0.58010 -2.2 -0.2 0.9 0.459
C -3.33463 -2.85560 2.31138 -0.4 0.7 0.9 -0.399
C 3.06490 -1.91480 3.11037 0.0 0.1 0.2 -0.218
C -5.53845 1.38904 -1.61199 -0.7 -1.1 0.4 -0.425
C 1.15476 -1.32925 -1.00037 -0.6 0.6 0.2 -0.475
C -1.93969 -3.39756 2.07061 -0.6 -0.8 -0.2 -0.388
C -4.65889 0.38843 -0.88776 0.0 -0.5 0.3 -0.372
H -4.00608 -3.51556 2.86066 0.6 -0.4 0.0 0.235
H -5.10514 -0.57868 -0.65617 -0.5 0.4 0.2 0.234
H 1.31822 2.10519 -0.70661 -0.3 -0.1 -0.4 0.257
H 2.53059 0.89349 -0.37007 -0.3 -0.6 0.7 0.288
H 2.19275 1.09003 -1.95748 -0.5 0.1 -0.6 0.288
H 0.36348 -2.06956 -0.88235 0.0 0.4 0.0 0.266
H -3.80795 0.12707 -1.51680 0.0 0.3 0.0 0.207
H -2.06487 -4.35261 1.56040 0.2 0.0 -0.1 0.223
H 1.88555 -1.41950 -0.19669 -0.1 0.1 0.3 0.273
H 1.73074 -1.53823 -1.90186 -0.2 0.5 -0.4 0.275
H -0.99888 1.38565 -0.54043 0.3 -0.1 -0.1 0.193
H -6.38096 1.80281 -1.05785 0.5 0.1 0.6 0.237
H -6.06941 0.90157 -2.42965 0.6 0.0 -0.5 0.232
H -1.26625 -2.77554 1.48096 -0.3 0.2 0.2 0.211
H -3.36895 -1.93029 2.88648 0.5 0.1 -0.1 0.226
```
Forces are in eV/Å.

## Properties
- Spin multiplicity: 2
- Total charge: +1
- Electronic energy: -265626.0272 eV
- HOMO level (spin up / spin down): -12.7 / -12.7 eV
- Gap between HOMO and LUMO (spin up / spin down): 9.4 / 4.6 eV

Number 1: strongest force on any atom 4.38 eV/A. Number 2: strongest force on any atom 5.70 eV/A. Number 3: strongest force on any atom 11.55 eV/A. Number 4: strongest force on any atom 3.20 eV/A.